<A>
{"formula": "C4H16BrN8O4", "method": "wB97M-V/def2-TZVPD", "e_homo_ha": -0.2482, "homo_lumo_gap_ev": 9.5983, "lumo_energy_ev": 2.84, "total_charge": -1, "species": ["Br", "C", "O", "N", "N", "H", "H", "H", "H", "C", "O", "N", "N", "H", "H", "H", "H", "C", "O", "N", "N", "H", "H", "H", "H", "C", "O", "N", "N", "H", "H", "H", "H"], "xyz": [[-0.606, -0.306, 0.481], [-4.435, -1.947, 1.021], [-5.481, -2.550, 1.011], [-3.431, -2.303, 1.694], [-4.141, -0.947, 0.299], [-2.538, -1.954, 1.376], [-3.459, -3.075, 2.345], [-3.219, -0.540, 0.365], [-4.745, -0.601, -0.432], [2.176, 3.071, -0.300], [2.917, 3.806, -0.882], [1.086, 2.610, -0.785], [2.612, 2.529, 0.759], [0.661, 1.842, -0.285], [0.747, 2.816, -1.714], [2.189, 1.938, 1.460], [3.590, 2.728, 0.911], [2.743, -1.008, 2.499], [3.799, -1.025, 3.194], [2.600, -1.651, 1.391], [1.784, -0.165, 2.834], [1.796, -1.353, 0.858], [3.278, -2.262, 0.958], [1.802, 0.369, 3.691], [0.874, -0.282, 2.411], [0.084, 0.203, -3.548], [0.665, 0.554, -4.544], [-0.611, 0.927, -2.790], [-0.248, -1.033, -3.215], [-0.715, 1.908, -3.003], [-1.031, 0.660, -1.911], [-0.744, -1.146, -2.343], [0.001, -1.814, -3.806]]}

=====

<B>
{"formula": "C4H16BrN8O4", "method": "wB97M-V/def2-TZVPD", "e_homo_ha": -0.2259, "homo_lumo_gap_ev": 9.0134, "lumo_energy_ev": 2.87, "total_charge": -1, "species": ["Br", "C", "O", "N", "N", "H", "H", "H", "H", "C", "O", "N", "N", "H", "H", "H", "H", "C", "O", "N", "N", "H", "H", "H", "H", "C", "O", "N", "N", "H", "H", "H", "H"], "xyz": [[-1.254, 0.420, 1.039], [0.899, -1.671, -1.838], [1.350, -2.445, -2.676], [0.057, -0.628, -2.159], [1.239, -1.701, -0.518], [-0.359, -0.820, -3.055], [-0.369, -0.118, -1.397], [0.706, -1.110, 0.107], [1.840, -2.398, -0.124], [2.387, 1.050, 3.374], [3.005, 0.475, 2.490], [2.976, 1.393, 4.579], [1.078, 1.404, 3.237], [3.929, 1.070, 4.597], [2.459, 1.306, 5.435], [0.544, 0.930, 2.507], [0.537, 1.664, 4.043], [-3.041, -3.499, -1.063], [-3.346, -4.276, -0.170], [-2.685, -2.205, -0.816], [-3.064, -3.847, -2.386], [-2.518, -1.918, 0.134], [-2.339, -1.597, -1.535], [-3.382, -4.770, -2.607], [-2.586, -3.277, -3.058], [0.291, 3.746, -1.330], [0.323, 4.713, -2.083], [-0.755, 3.531, -0.470], [1.249, 2.773, -1.278], [-1.517, 4.176, -0.553], [-0.882, 2.640, -0.008], [1.230, 2.160, -0.481], [2.000, 2.830, -1.936]]}

=====

<C>
{"formula": "C4H16BrN8O4", "method": "wB97M-V/def2-TZVPD", "e_homo_ha": -0.1636, "homo_lumo_gap_ev": 7.4135, "lumo_energy_ev": 2.96, "total_charge": -1, "species": ["Br", "C", "O", "N", "N", "H", "H", "H", "H", "C", "O", "N", "N", "H", "H", "H", "H", "C", "O", "N", "N", "H", "H", "H", "H", "C", "O", "N", "N", "H", "H", "H", "H"], "xyz": [[0.106, 0.893, 0.058], [-1.319, 0.120, 3.545], [-0.259, 0.701, 3.480], [-2.066, -0.269, 2.466], [-1.892, -0.204, 4.767], [-1.639, -0.187, 1.549], [-2.518, -1.168, 2.572], [-2.807, -0.609, 4.832], [-1.426, 0.118, 5.592], [1.959, 4.334, -0.221], [1.973, 3.680, 0.798], [2.372, 5.663, -0.279], [1.374, 3.838, -1.352], [2.393, 6.098, -1.183], [2.996, 5.951, 0.449], [1.478, 4.326, -2.222], [1.143, 2.851, -1.311], [-1.898, -3.056, 0.696], [-2.944, -3.574, 1.083], [-1.853, -2.068, -0.239], [-0.662, -3.427, 1.149], [-0.962, -1.648, -0.465], [-2.650, -1.789, -0.775], [-0.518, -4.301, 1.615], [0.159, -2.976, 0.779], [1.163, -1.997, -3.023], [1.091, -2.802, -2.103], [1.054, -0.656, -2.867], [1.295, -2.419, -4.342], [0.901, -0.036, -3.641], [0.883, -0.244, -1.949], [1.632, -1.739, -4.998], [1.441, -3.403, -4.459]]}

=====

Stability verdict: <B>, ahead by 29.2 kcal/mol

=====

<A>
{"formula": "C5H7PS", "method": "wB97M-V/def2-TZVPD", "e_homo_ha": -0.2979, "homo_lumo_gap_ev": 7.4536, "lumo_energy_ev": -0.65, "total_charge": 0, "species": ["C", "C", "C", "C", "C", "P", "S", "H", "H", "H", "H", "H", "H", "H"], "xyz": [[-2.400, 0.359, -0.137], [-0.997, 0.479, -0.352], [0.105, 1.405, 0.012], [1.157, 0.802, -0.826], [0.663, -1.761, 0.572], [0.118, -0.794, -1.027], [-4.057, -0.028, 0.079], [-0.264, 2.393, 0.013], [0.303, 1.246, 1.088], [1.096, 1.247, -1.823], [2.014, 0.575, -0.235], [0.565, -1.359, 1.625], [1.713, -1.999, 0.442], [-0.015, -2.565, 0.567]]}

=====

<B>
{"formula": "C5H7PS", "method": "wB97M-V/def2-TZVPD", "e_homo_ha": [-0.3392, -0.2760], "homo_lumo_gap_ev": [8.8258, 5.5861], "lumo_energy_ev": [-0.40, -1.92], "total_charge": 0, "species": ["C", "C", "C", "C", "C", "P", "S", "H", "H", "H", "H", "H", "H", "H"], "xyz": [[-0.083, 1.605, -0.802], [0.699, 0.520, -0.994], [-1.037, 1.572, 0.116], [0.673, -1.024, -0.613], [0.044, -1.326, 0.725], [-2.367, 1.244, 1.014], [0.897, -2.765, 1.410], [0.300, 2.567, -1.213], [1.642, 0.818, -1.521], [0.133, -1.536, -1.458], [1.765, -1.329, -0.630], [-0.012, -0.356, 1.321], [-1.058, -1.655, 0.568], [-1.596, 1.665, 2.077]]}

=====

Stability verdict: <A>, ahead by 42.4 kcal/mol

=====

<A>
{"formula": "CH3N2O2S", "method": "wB97M-V/def2-TZVPD", "e_homo_ha": [-0.1329, -0.1329], "homo_lumo_gap_ev": [6.6984, 6.6990], "lumo_energy_ev": [3.08, 3.08], "total_charge": -1, "species": ["C", "N", "N", "O", "O", "S", "H", "H", "H"], "xyz": [[-0.935, 0.320, 0.885], [1.311, -0.515, -1.575], [1.406, -0.363, -0.346], [2.398, -0.703, 0.359], [-2.154, 0.147, 0.592], [-2.920, 1.561, 0.039], [-0.451, -0.624, 1.212], [-0.687, 1.334, 0.918], [2.033, -1.157, -2.084]]}

=====

<B>
{"formula": "CH3N2O2S", "method": "wB97M-V/def2-TZVPD", "e_homo_ha": [-0.1120, -0.1300], "homo_lumo_gap_ev": [7.1809, 7.6669], "lumo_energy_ev": [4.13, 4.13], "total_charge": -1, "species": ["C", "N", "N", "O", "O", "S", "H", "H", "H"], "xyz": [[-0.148, 0.006, 0.409], [-0.333, 0.856, -2.129], [0.318, 1.473, -1.343], [-0.550, -1.447, 2.171], [1.877, -1.290, 1.638], [0.651, -0.528, 2.009], [-0.483, -0.995, -0.258], [-1.027, 0.597, 0.498], [-0.304, 1.329, -2.995]]}

=====

Stability verdict: <B>, ahead by 8.4 kcal/mol

=====

<A>
{"formula": "C4H13N2", "method": "wB97M-V/def2-TZVPD", "e_homo_ha": -0.5747, "homo_lumo_gap_ev": 7.2452, "lumo_energy_ev": -8.39, "total_charge": 1, "species": ["C", "C", "C", "C", "N", "N", "H", "H", "H", "H", "H", "H", "H", "H", "H", "H", "H", "H", "H"], "xyz": [[-0.361, -1.163, -0.599], [0.678, -1.347, 0.557], [1.769, -0.290, 0.443], [1.386, 1.216, 0.432], [0.618, 1.325, -0.831], [-1.171, -0.051, -0.168], [0.210, -0.905, -1.524], [-0.969, -2.066, -0.789], [1.064, -2.374, 0.418], [0.040, -1.232, 1.443], [2.646, -0.478, 1.095], [2.245, -0.512, -0.540], [2.289, 1.843, 0.348], [-4.569, 0.963, 0.317], [0.668, 1.626, 1.169], [-0.333, 0.718, -0.663], [-4.725, 0.516, 0.935], [-1.940, -0.082, -0.861], [0.453, 2.293, -1.182]]}

=====

<B>
{"formula": "C4H13N2", "method": "wB97M-V/def2-TZVPD", "e_homo_ha": -0.5054, "homo_lumo_gap_ev": 10.6728, "lumo_energy_ev": -3.08, "total_charge": 1, "species": ["C", "N", "C", "C", "N", "C", "H", "H", "H", "H", "H", "H", "H", "H", "H", "H", "H", "H", "H"], "xyz": [[-1.411, 1.010, -1.620], [-1.070, 0.702, -0.143], [-0.986, -0.707, 0.308], [0.408, -1.189, -0.207], [1.319, 0.011, 0.124], [1.705, -0.004, 1.512], [-1.518, 0.055, -2.239], [-2.507, 1.412, -1.567], [-0.757, 1.743, -1.985], [-1.478, 1.316, 0.494], [-1.854, -1.358, 0.058], [-0.951, -0.900, 1.435], [0.239, -1.261, -1.385], [0.825, -2.122, 0.208], [2.022, 0.464, -0.584], [0.614, 0.792, 0.113], [2.126, -1.050, 1.675], [2.466, 0.768, 1.701], [0.809, 0.318, 2.102]]}

=====

<C>
{"formula": "C4H13N2", "method": "wB97M-V/def2-TZVPD", "e_homo_ha": -0.5053, "homo_lumo_gap_ev": 5.6478, "lumo_energy_ev": -8.10, "total_charge": 1, "species": ["N", "C", "C", "N", "C", "C", "H", "H", "H", "H", "H", "H", "H", "H", "H", "H", "H", "H", "H"], "xyz": [[0.824, -0.465, 1.022], [2.030, -0.501, 0.264], [2.133, 0.632, -0.763], [-1.154, 0.093, -0.322], [-1.616, 1.310, 0.225], [-2.130, -0.968, -0.424], [-0.178, -0.211, 0.339], [0.847, -1.083, 1.832], [2.904, 1.292, -0.367], [2.025, -1.468, -0.276], [2.832, -0.478, 1.012], [1.232, 1.226, -0.816], [2.496, 0.293, -1.724], [-2.458, 1.138, 0.894], [-1.941, 2.007, -0.556], [-0.761, 1.821, 0.682], [-2.886, -0.611, -1.134], [-2.642, -1.092, 0.534], [-1.619, -1.869, -0.709]]}

=====

Stability verdict: <B>, ahead by 86.4 kcal/mol

=====

<A>
{"formula": "C5H10N2O", "method": "wB97M-V/def2-TZVPD", "e_homo_ha": -0.3394, "homo_lumo_gap_ev": 10.1243, "lumo_energy_ev": 0.89, "total_charge": 0, "species": ["H", "N", "C", "N", "C", "C", "C", "C", "O", "H", "H", "H", "H", "H", "H", "H", "H", "H"], "xyz": [[2.520, 1.183, -1.806], [1.802, 0.625, -2.245], [0.588, 0.629, -1.925], [0.007, 1.277, -0.844], [-1.255, 0.749, -0.327], [-1.132, -0.517, 0.530], [-0.081, -0.449, 1.652], [1.065, -1.351, 1.236], [1.158, -2.472, 1.650], [-0.113, 0.144, -2.603], [0.689, 1.452, -0.120], [-1.962, 0.646, -1.145], [-1.658, 1.528, 0.316], [-2.150, -0.753, 0.859], [-0.990, -1.381, -0.139], [-0.536, -0.900, 2.527], [0.264, 0.557, 1.898], [1.787, -0.968, 0.487]]}

=====

<B>
{"formula": "C5H10N2O", "method": "wB97M-V/def2-TZVPD", "e_homo_ha": [-0.2360, -0.2360], "homo_lumo_gap_ev": [7.2494, 7.2488], "lumo_energy_ev": [0.83, 0.83], "total_charge": 0, "species": ["C", "C", "C", "N", "C", "C", "O", "N", "H", "H", "H", "H", "H", "H", "H", "H", "H", "H"], "xyz": [[-0.076, 0.821, 1.232], [-1.040, -1.404, 0.777], [-0.402, -0.128, 0.263], [0.313, 2.109, 1.027], [0.936, -0.250, -0.968], [1.588, -1.419, -1.101], [-1.073, 1.441, -1.392], [-0.707, 0.089, -1.117], [-1.486, 1.345, -2.261], [-0.042, 0.503, 2.268], [-0.146, 2.577, 0.252], [0.530, 2.659, 1.844], [1.417, 0.664, -1.295], [-1.898, -1.189, 1.418], [-1.402, -2.037, -0.032], [-0.308, -2.001, 1.328], [1.229, -2.348, -0.681], [2.566, -1.431, -1.562]]}

=====

Stability verdict: <A>, ahead by 104.1 kcal/mol

=====

<A>
{"formula": "C3H7N2OS", "method": "wB97M-V/def2-TZVPD", "e_homo_ha": [-0.4789, -0.4793], "homo_lumo_gap_ev": [4.9913, 4.8845], "lumo_energy_ev": [-8.04, -8.16], "total_charge": 1, "species": ["N", "C", "N", "O", "C", "C", "S", "H", "H", "H", "H", "H", "H", "H"], "xyz": [[1.415, 2.318, -0.108], [0.663, 1.426, 0.498], [0.468, 0.138, 0.272], [1.222, -0.607, -0.653], [-0.524, -0.775, 0.773], [-1.738, -0.653, -0.172], [-2.617, 0.909, -0.250], [2.304, 2.052, -0.588], [1.007, 3.247, -0.166], [0.815, -1.449, -0.972], [-0.874, -0.596, 1.716], [-0.122, -1.808, 0.692], [-1.312, -0.788, -1.220], [-2.448, -1.454, 0.180]]}

=====

<B>
{"formula": "C3H7N2OS", "method": "wB97M-V/def2-TZVPD", "e_homo_ha": [-0.5021, -0.5026], "homo_lumo_gap_ev": [8.3542, 8.3659], "lumo_energy_ev": [-5.31, -5.31], "total_charge": 1, "species": ["C", "C", "C", "N", "N", "O", "S", "H", "H", "H", "H", "H", "H", "H"], "xyz": [[0.435, -1.349, -0.371], [-1.621, 0.971, 0.150], [1.893, -1.849, -0.352], [0.123, -0.306, 0.157], [-0.667, 1.946, 0.529], [-2.787, 0.897, 0.804], [-2.952, 1.213, -0.875], [-0.128, -1.927, -1.093], [2.152, -1.761, -1.451], [2.563, -1.205, 0.259], [1.939, -2.813, 0.048], [0.344, 1.190, 0.573], [-0.731, 2.246, 1.579], [-0.563, 2.748, 0.043]]}

=====

Stability verdict: <B>, ahead by 19.9 kcal/mol

=====

<A>
{"formula": "C3H6N3O", "method": "wB97M-V/def2-TZVPD", "e_homo_ha": -0.5249, "homo_lumo_gap_ev": 8.9709, "lumo_energy_ev": -5.31, "total_charge": 1, "species": ["N", "N", "C", "O", "C", "N", "C", "H", "H", "H", "H", "H", "H"], "xyz": [[0.619, -0.556, -1.580], [0.079, -0.007, -0.454], [0.195, -0.510, 0.867], [0.987, -1.454, 1.190], [-0.564, 0.410, 1.666], [-1.059, 1.312, 0.939], [-0.619, 1.184, -0.382], [0.228, -0.427, -2.523], [1.331, -1.142, -1.424], [1.049, -2.320, 0.668], [-0.537, 0.358, 2.733], [-1.564, 1.018, -0.965], [-0.146, 2.134, -0.735]]}

=====

<B>
{"formula": "C3H6N3O", "method": "wB97M-V/def2-TZVPD", "e_homo_ha": -0.4997, "homo_lumo_gap_ev": 9.0718, "lumo_energy_ev": -4.53, "total_charge": 1, "species": ["N", "C", "N", "N", "C", "C", "O", "H", "H", "H", "H", "H", "H"], "xyz": [[-1.131, 2.175, -0.274], [-0.726, 1.082, -0.106], [-0.438, -0.152, -0.106], [-1.483, -1.056, 0.161], [0.808, -0.750, -0.458], [2.027, -0.238, -0.266], [2.393, 0.916, 0.276], [-1.284, 3.060, 0.174], [-1.806, -1.035, 1.123], [-2.252, -1.003, -0.498], [0.662, -1.727, -0.880], [2.883, -0.811, -0.599], [1.690, 1.381, 0.749]]}

=====

Stability verdict: <A>, ahead by 13.1 kcal/mol

=====

<A>
{"formula": "CH14O5S", "method": "wB97M-V/def2-TZVPD", "e_homo_ha": -0.3442, "homo_lumo_gap_ev": 9.9079, "lumo_energy_ev": 0.54, "total_charge": 0, "species": ["C", "S", "H", "H", "H", "H", "O", "H", "H", "O", "H", "H", "O", "H", "H", "O", "H", "H", "O", "H", "H"], "xyz": [[-0.345, 1.039, 3.679], [-0.636, -0.648, 4.254], [-0.014, 1.752, 4.443], [-0.994, 1.628, 3.040], [0.463, 0.773, 2.987], [0.574, -0.845, 4.810], [0.604, -1.180, 0.679], [-0.124, -0.573, 0.511], [0.690, -1.362, 1.619], [-0.958, 3.085, -3.364], [-0.946, 2.550, -2.583], [-1.816, 3.041, -3.801], [0.590, -3.442, -1.560], [0.839, -3.072, -0.691], [1.348, -4.021, -1.692], [0.261, -0.657, -2.878], [-0.288, -0.262, -3.549], [0.014, -1.550, -2.652], [-0.027, 1.508, -0.890], [0.917, 1.368, -0.753], [-0.151, 0.869, -1.610]]}

=====

<B>
{"formula": "CH14O5S", "method": "wB97M-V/def2-TZVPD", "e_homo_ha": -0.3065, "homo_lumo_gap_ev": 8.7594, "lumo_energy_ev": 0.42, "total_charge": 0, "species": ["C", "S", "H", "H", "H", "H", "O", "H", "H", "O", "H", "H", "O", "H", "H", "O", "H", "H", "O", "H", "H"], "xyz": [[-0.481, -0.388, 2.880], [0.446, 0.989, 2.108], [-1.489, -0.100, 2.590], [-0.335, -0.574, 3.936], [-0.267, -1.258, 2.271], [1.578, 0.416, 1.689], [-0.791, -1.492, -1.895], [-0.104, -1.527, -2.573], [-1.276, -2.314, -1.827], [-2.136, 2.753, 0.219], [-3.080, 2.570, 0.276], [-1.854, 2.764, 1.140], [1.396, -1.694, 0.324], [0.626, -1.685, -0.258], [2.146, -1.655, -0.277], [2.135, -0.356, -2.287], [1.658, 0.401, -1.915], [2.899, 0.011, -2.756], [0.034, 1.157, -1.190], [-0.755, 1.712, -1.208], [-0.351, 0.270, -1.248]]}

=====

Stability verdict: <B>, ahead by 9.9 kcal/mol